1.
C22H44F3NO6 | wB97M-V/def2-TZVPD

Geometry (Å):
C (3.91856, 14.19337, -4.68381)
C (4.73964, 14.68304, -3.47454)
O (4.67751, 13.72142, -2.42290)
C (3.81328, 13.90762, -1.44090)
O (3.02970, 14.80054, -1.37100)
C (4.05703, 12.88591, -0.32413)
F (5.33060, 12.90470, 0.01950)
F (3.33496, 13.11342, 0.75034)
F (3.71843, 11.67016, -0.74978)
H (4.10615, 14.85458, -5.52532)
H (2.85911, 14.03859, -4.50204)
H (4.39194, 13.24096, -4.93372)
H (4.50983, 15.72360, -3.24373)
H (5.77769, 14.70775, -3.80560)
C (-2.48120, 17.74744, -2.91691)
C (-1.86472, 17.94990, -1.54418)
N (-2.33762, 19.13200, -0.84932)
C (-2.29166, 20.36995, -1.63161)
C (-0.87968, 20.64749, -2.15242)
C (-1.86044, 19.25249, 0.52581)
C (-2.01848, 18.02021, 1.37092)
H (-3.50427, 18.11919, -2.96890)
H (-2.40943, 16.70150, -3.21665)
H (-1.94382, 18.27501, -3.71425)
H (-2.12594, 17.07182, -0.94778)
H (-0.76581, 17.86730, -1.61396)
H (-3.01550, 20.37110, -2.44150)
H (-2.50541, 21.18648, -0.93867)
H (-0.11901, 20.76236, -1.37810)
H (-0.54667, 19.87493, -2.84256)
H (-0.77851, 21.54243, -2.77214)
H (-2.64541, 19.89962, 0.95597)
H (-0.97456, 19.85842, 0.75453)
H (-3.04304, 17.65577, 1.40760)
H (-1.73315, 18.22145, 2.40883)
H (-1.30558, 17.22323, 1.13046)
C (8.72697, 16.07040, -7.45427)
C (7.54084, 15.73691, -6.58143)
C (6.43292, 16.74177, -6.49956)
O (7.46706, 14.71078, -5.93750)
H (9.34544, 15.17632, -7.51216)
H (9.24740, 16.93795, -7.05536)
H (8.35277, 16.24462, -8.46535)
H (6.59062, 17.55421, -7.21387)
H (6.43720, 17.29174, -5.55252)
H (5.43640, 16.30909, -6.53048)
C (1.64356, 18.53327, -3.87521)
C (2.02857, 17.89709, -5.19722)
C (1.04113, 17.92407, -6.36195)
O (3.08726, 17.31454, -5.31456)
H (0.91534, 19.31517, -4.09305)
H (2.47916, 18.90413, -3.29511)
H (1.08917, 17.83326, -3.24214)
H (0.68906, 16.92217, -6.58822)
H (1.62507, 18.29988, -7.20208)
H (0.24715, 18.62864, -6.12224)
C (3.18235, 23.52317, -4.52353)
C (1.81446, 22.89187, -4.24291)
C (0.90792, 23.64023, -3.31483)
O (1.53006, 21.84214, -4.76637)
H (3.59370, 23.08128, -5.42894)
H (3.84699, 23.29630, -3.69050)
H (3.05836, 24.58885, -4.71271)
H (1.17898, 24.65782, -3.03380)
H (0.85747, 23.17977, -2.31639)
H (-0.16259, 23.61277, -3.52596)
C (4.49672, 17.61565, -0.61274)
C (5.86503, 18.06242, -1.02940)
C (6.12985, 18.76880, -2.31672)
O (6.77954, 17.85734, -0.26237)
H (4.54266, 16.57103, -0.32643)
H (3.75134, 17.75329, -1.39258)
H (4.21584, 18.27919, 0.20740)
H (6.60296, 18.10922, -3.04760)
H (6.89608, 19.53742, -2.18263)
H (5.28574, 19.26319, -2.79705)

Cartesian forces, eV/Å:
C 1.2 -0.4 0.5
C -0.1 0.4 -2.0
O 0.2 -0.2 0.6
C 0.6 0.6 -0.4
O -0.8 0.3 0.3
C -0.4 -0.2 -0.4
F 0.8 -0.2 0.2
F -0.5 0.6 0.5
F 0.2 -0.6 -0.4
H -0.3 0.1 0.0
H -0.1 0.2 0.1
H -0.4 -0.1 -0.2
H -0.5 -0.3 0.8
H 0.1 -0.3 0.2
C 0.4 0.4 -0.7
C 0.1 -0.7 0.1
N 0.2 -0.5 -0.4
C 1.4 0.1 0.9
C 0.4 0.3 -1.0
C -2.3 1.5 0.6
C 1.2 -0.8 0.7
H -0.1 -0.4 0.2
H -0.3 -0.1 0.2
H 0.0 0.2 0.2
H -0.2 0.2 0.1
H 0.1 0.3 -0.1
H -0.1 -0.1 0.0
H -0.5 0.0 -0.1
H -0.2 -0.2 0.2
H 0.0 -0.3 0.2
H -0.5 0.1 0.2
H 0.2 0.2 0.1
H 0.7 -0.6 -0.6
H 0.0 -0.1 -0.3
H -0.2 0.4 -0.1
H -0.4 -0.1 -0.4
C -0.5 -0.9 -0.1
C -0.3 -0.3 0.7
C 0.0 1.2 0.1
O 0.2 0.1 -0.3
H 0.3 0.2 0.2
H 0.1 0.1 -0.2
H 0.1 0.4 0.0
H -0.4 -0.3 -0.3
H 0.3 -0.4 0.3
H 0.1 -0.1 -0.4
C -1.0 0.2 -0.5
C 0.3 -0.9 0.5
C 0.7 0.8 0.7
O 0.0 0.2 -0.1
H 0.3 0.3 0.2
H 0.2 0.1 -0.2
H 0.1 -0.3 -0.2
H -0.1 0.0 0.1
H -0.2 -0.1 -0.2
H -0.3 -0.2 -0.3
C -0.7 -0.3 -0.3
C 0.8 0.4 -0.5
C -1.0 0.1 1.7
O -0.5 -0.1 0.2
H 0.0 -0.2 0.1
H 0.1 0.4 0.1
H 0.2 0.1 0.4
H 0.3 0.1 -0.7
H 0.6 -0.5 -0.2
H 0.2 0.0 -0.8
C -0.3 0.5 -0.7
C 0.5 -0.2 0.7
C 0.4 0.9 -0.9
O 0.3 0.0 -0.1
H -0.1 0.1 0.3
H -0.1 -0.2 -0.1
H -0.1 -0.3 0.2
H -0.3 -0.4 0.1
H -0.1 -0.1 0.4
H -0.2 -0.3 0.1

SMILES = CCOC(=O)C(F)(F)F.CCN(CC)CC.CC(C)=O.CC(C)=O.CC(C)=O.CC(C)=O
molar mass = 475.59 g mol⁻¹
ΔE to the lowest compared entry with this formula, charge and spin = 0.0 kJ/mol
LUMO = 0.0137 Ha
Kohn-Sham gap = 8.58 eV
net charge = 0

These are the Mulliken partial charges, in e, on atoms 1 to 5: C -1.139; C 0.421; O -0.338; C 0.350; O -0.510

2.
C22H44F6NO22S2 | wB97M-V/def2-TZVPD

Geometry (Å):
C (-1.48892, 0.51212, 0.65365)
C (-0.51976, 1.23844, 0.07758)
C (0.66050, 0.56445, -0.48563)
O (1.51258, 1.24948, -1.25286)
C (0.73575, -0.78293, -0.58001)
C (-0.29449, -1.61482, 0.01023)
C (-1.51755, -0.99913, 0.61727)
O (-2.50320, -1.64395, 0.99867)
O (-0.21335, -2.85809, 0.24535)
O (-0.56726, 2.55219, 0.16645)
H (-2.32276, 0.90771, 1.21456)
H (1.51508, -1.15560, -1.22822)
C (3.76481, 1.01327, 1.56282)
F (4.12348, 0.33900, 0.51242)
F (2.49247, 0.66220, 1.87000)
F (4.55916, 0.58696, 2.56911)
S (4.05943, 2.88101, 1.18951)
O (5.20049, 3.26429, 2.01693)
O (4.16273, 2.87551, -0.21522)
N (2.60054, 3.82843, 1.61687)
S (2.73291, 3.66230, 3.15728)
O (3.28061, 2.53916, 3.80773)
O (3.12540, 4.95355, 3.73996)
C (0.92058, 3.39039, 3.77965)
F (0.20026, 4.43126, 3.29258)
F (0.56721, 2.23728, 3.24146)
F (0.82929, 3.32024, 5.10930)
C (-3.41392, -3.20915, -2.80174)
C (-1.83252, -3.17044, -2.88331)
O (-1.38601, -4.29633, -2.01677)
O (-3.90997, -3.06606, -1.52109)
H (-3.86890, -4.11402, -3.20460)
H (-3.89420, -2.42381, -3.38541)
H (-1.50554, -2.20952, -2.48604)
H (-1.53571, -3.31977, -3.92143)
H (-1.22565, -4.87579, -2.76516)
H (-4.76026, -2.73974, -1.82458)
C (-2.31395, 1.87827, 4.03866)
C (-2.85930, 2.07767, 5.53061)
O (-4.24832, 2.02680, 5.62256)
O (-1.50716, 0.75617, 3.84809)
H (-1.85162, 2.80828, 3.70782)
H (-3.18990, 1.92632, 3.39172)
H (-2.31112, 2.90441, 5.98237)
H (-2.57456, 1.21322, 6.13041)
H (-4.50459, 1.34006, 6.24249)
H (-1.54930, 0.36548, 2.97220)
C (3.53848, 0.83047, -4.14918)
C (4.61080, 1.85551, -4.72454)
O (4.03217, 3.14275, -4.80091)
O (2.42308, 0.50357, -5.08249)
H (3.08875, 1.30724, -3.27824)
H (3.81347, -0.01244, -3.51514)
H (4.94646, 1.50048, -5.69891)
H (5.42157, 1.74111, -4.00505)
H (3.32653, 3.11033, -5.45101)
H (1.60407, 0.82291, -4.69670)
C (3.19631, -3.36931, 2.83163)
C (3.26557, -2.84319, 1.29186)
O (2.52686, -3.73463, 0.42852)
O (1.91351, -3.22441, 3.33175)
H (3.75413, -2.79961, 3.57485)
H (3.55558, -4.38380, 3.00432)
H (4.27924, -2.63099, 0.95196)
H (2.62057, -1.96451, 1.29436)
H (1.64440, -3.37431, 0.31432)
H (1.81790, -2.52189, 3.97899)
C (-4.29281, 2.15880, -2.12188)
C (-3.04883, 2.63243, -2.86112)
O (-2.49913, 1.71910, -3.79632)
O (-4.12002, 0.90928, -1.45993)
H (-4.96668, 1.85398, -2.92256)
H (-4.66576, 2.98786, -1.52050)
H (-2.35309, 3.03319, -2.12395)
H (-3.21381, 3.58863, -3.35766)
H (-1.63514, 2.02287, -4.08416)
H (-3.19528, 0.70214, -1.30648)
C (4.04262, -3.24872, -2.21737)
C (3.15283, -4.19735, -3.05197)
O (3.54742, -5.55607, -2.90660)
O (5.29671, -2.94016, -2.82543)
H (4.20597, -3.70899, -1.24291)
H (3.37560, -2.41120, -2.01303)
H (3.16913, -3.95043, -4.11351)
H (2.08906, -4.03782, -2.87577)
H (4.38378, -5.61198, -2.43866)
H (5.84881, -2.39248, -2.26254)
C (-5.71326, 0.38294, 1.52713)
C (-5.45380, 1.84846, 1.35992)
O (-5.94976, 2.41002, 2.55341)
O (-4.76086, -0.13182, 2.51849)
H (-5.56323, -0.09894, 0.56102)
H (-6.71492, 0.06831, 1.82002)
H (-6.00019, 2.19433, 0.48247)
H (-4.39839, 2.11622, 1.30984)
H (-5.38341, 2.27848, 3.31730)
H (-3.93650, -0.40316, 2.10814)

Cartesian forces, eV/Å:
C -2.1 -5.1 1.0
C 0.7 6.1 1.5
C 3.0 3.0 -5.3
O -2.1 -1.1 2.5
C -1.8 -2.7 1.0
C 1.8 -2.1 0.8
C -1.1 3.8 -0.3
O 0.6 0.1 0.3
O 0.7 1.1 -1.0
O 0.2 -3.0 -0.9
H -0.1 0.7 -0.2
H 0.1 -0.5 0.2
C -1.1 0.1 1.6
F 0.4 -0.5 -1.4
F 1.0 0.7 -0.3
F -0.1 0.2 -0.2
S -1.6 1.2 1.4
O -0.8 -0.4 -1.1
O 0.5 0.3 -1.5
N 3.4 -3.4 -1.2
S -3.2 4.9 3.8
O 1.5 -2.5 0.5
O -0.4 -0.7 -0.1
C 2.5 0.8 -2.5
F -0.6 -0.7 0.8
F -0.8 0.3 0.3
F -0.3 0.2 -0.1
C 1.5 0.1 -1.5
C -2.5 -0.8 1.9
O -0.1 1.4 -2.2
O -0.5 0.3 0.7
H 0.7 -0.8 -0.5
H 0.6 0.5 -0.7
H 0.3 -0.2 0.1
H 0.2 0.1 0.0
H 0.4 -1.0 0.6
H -0.6 0.3 1.5
C -1.1 1.1 0.3
C 2.3 -2.4 -1.0
O -1.6 1.2 -0.1
O -0.2 -0.3 1.5
H 0.8 0.1 0.3
H -0.4 -0.8 0.0
H -0.8 0.7 0.1
H 1.0 -0.2 -0.3
H 0.1 0.1 -0.3
H -0.1 0.4 -0.6
C -1.5 1.2 0.4
C -2.1 -2.6 0.6
O 0.8 0.2 0.1
O 1.7 0.3 0.3
H -0.3 1.0 -0.1
H 1.0 -0.9 -1.2
H 0.2 0.1 -0.2
H 0.1 0.9 0.0
H -0.1 -0.2 0.0
H 0.1 0.0 0.4
C 1.0 1.4 -0.6
C -2.3 -1.0 1.7
O 2.2 -0.4 0.5
O -2.2 -0.9 0.1
H 1.2 0.5 -0.8
H -0.2 -0.4 -0.7
H 0.0 -0.2 -0.1
H 0.7 0.6 0.2
H -1.2 0.3 0.0
H 0.3 0.1 -0.4
C 1.0 -1.7 -1.9
C 0.7 1.6 0.7
O -0.6 -0.5 0.2
O -0.6 0.6 0.3
H -0.8 0.6 0.0
H -0.1 -0.2 0.3
H 0.8 -1.0 0.4
H -1.0 0.2 -0.5
H 0.1 0.1 0.4
H 0.6 0.2 0.4
C -1.2 -0.4 0.3
C 1.2 0.5 -0.3
O -0.4 -0.6 -0.2
O -0.2 -0.3 -0.8
H -0.1 -0.2 0.0
H 0.5 0.7 -0.1
H 0.7 0.2 -0.3
H 0.0 -0.4 1.1
H -0.1 0.3 0.0
H -0.4 0.0 0.3
C 2.6 -1.7 -0.6
C -0.4 -0.6 1.3
O -1.4 1.9 0.4
O -1.8 0.5 0.0
H 0.4 -0.3 -0.1
H -0.1 0.7 0.4
H -0.1 0.5 0.2
H 0.1 -0.5 -0.7
H 0.5 -0.4 -0.2
H 0.4 -0.4 -0.8

molar mass = 852.70 g mol⁻¹
LUMO = 0.2084 Ha
Kohn-Sham gap = 5.02 eV
net charge = -3

These are the Mulliken partial charges, in e, on atoms 1 to 5: C -0.419; C 0.682; C 0.070; O -0.900; C -0.620

The following total energy values (in eV) correspond, in order, to the records above: -45453.913, -108027.054.